(1)
The following is a quantum chemistry calculation of a gas-phase ion, C5H12N (charge +1), from the Open Molecules 2025 dataset.

**Energy above the lowest of the compared OMol25 structures with the same formula, charge and spin**: 2.726 eV
**Kohn-Sham gap**: 11.641 eV
**Charge**: +1
**LUMO**: -3.311 eV
**Structure (SMILES)**: CC1(C)CC[NH2+]1

```
18
Properties=species:S:1:pos:R:3:forces:R:3
C 1.098409 -0.148120 1.069386 -4.893 2.790 -0.611
C 1.769880 0.288445 -0.223092 -0.012 1.364 0.726
C -0.416125 -0.073951 0.003204 2.084 0.330 1.934
C -0.909320 1.343578 0.092735 0.993 0.596 2.423
C -1.510842 -1.077958 -0.023078 -0.722 -2.110 -0.706
N 0.720533 -0.280770 -1.066103 -2.340 -3.781 -0.423
H 1.245761 -1.141139 1.223781 0.666 -2.963 0.574
H 0.914318 0.362233 2.074727 0.861 -0.129 -1.828
H 1.707773 1.382180 -0.461347 0.881 -1.069 0.566
H 2.722486 -0.186215 -0.298053 0.800 0.204 -0.755
H -1.315580 1.536489 1.202862 0.948 -0.446 -2.528
H -1.690260 1.609043 -0.595944 -0.225 0.082 -0.442
H 0.026694 1.935813 -0.048296 -1.380 0.417 0.213
H -2.357883 -0.930487 -0.775872 1.446 0.057 0.684
H -2.002587 -1.094887 0.920580 -0.521 0.666 0.995
H -1.219770 -2.168800 -0.011666 0.241 1.012 -0.680
H 0.543835 0.045875 -2.027419 0.354 -0.006 0.342
H 0.672684 -1.401336 -1.056407 0.821 2.986 -0.485
```
Positions in Å, forces in eV/Å.

=====

(2)
The following is a quantum chemistry calculation of a gas-phase ion, C5H12N (charge +1), from the Open Molecules 2025 dataset.

**Energy above the lowest of the compared OMol25 structures with the same formula, charge and spin**: 1.855 eV
**Kohn-Sham gap**: 9.879 eV
**Charge**: +1
**LUMO**: -5.137 eV
**Structure (SMILES)**: C=[NH+]CCCC

```
18
Properties=species:S:1:pos:R:3:forces:R:3
C -1.293860 -1.860027 0.624023 1.097 -0.585 0.891
C -1.646897 -0.411544 0.369370 1.267 0.433 1.060
C -0.657421 0.247077 -0.617289 -1.120 0.432 -1.234
C 0.810472 -0.084461 -0.522569 0.839 0.126 1.678
C 1.937533 2.143338 -0.209593 1.359 1.198 -0.491
N 1.649011 1.005182 0.230569 -0.931 -1.796 -1.260
H -1.924819 -2.308686 1.390172 -0.609 -0.218 -0.639
H -1.164285 -2.434447 -0.293053 -0.756 -0.206 -0.035
H -0.323086 -2.043965 1.119478 -0.004 0.671 -0.110
H -2.665669 -0.370199 -0.000710 0.000 0.323 -0.215
H -1.604549 0.162813 1.320546 -0.248 -0.417 -0.401
H -1.021751 0.000775 -1.617868 0.360 -0.321 -0.112
H -0.775090 1.332861 -0.643998 -0.011 0.110 0.321
H 1.007545 -0.893497 0.171962 -0.417 -0.425 -0.090
H 1.344086 -0.397562 -1.416836 -0.090 0.714 -0.302
H 2.674416 2.832690 0.209562 -0.298 -0.473 0.800
H 1.620018 2.516298 -1.171703 -0.782 -0.455 -0.214
H 2.034344 0.563354 1.057945 0.342 0.891 0.353
```
Positions in Å, forces in eV/Å.

=====

(3)
The following is a quantum chemistry calculation of a gas-phase ion, C5H12N (charge +1), from the Open Molecules 2025 dataset.

**Energy above the lowest of the compared OMol25 structures with the same formula, charge and spin**: 2.060 eV
**Kohn-Sham gap**: 9.150 eV
**Charge**: +1
**LUMO**: -3.907 eV
**Structure (SMILES)**: C=CCCC[NH3+]

```
18
Properties=species:S:1:pos:R:3:forces:R:3
C 0.234010 1.587199 -0.298418 -0.017 -1.629 -1.470
C 0.566833 0.534470 0.771832 -1.484 -1.395 0.570
C 0.267452 -0.983613 0.307928 -0.678 1.733 -1.012
C -1.825045 -2.169588 1.087793 -0.502 0.802 -0.796
C -1.226142 -1.170644 0.397456 0.137 -1.969 0.598
N 1.297152 1.453429 -1.488015 -2.359 -1.728 -1.571
H -0.770470 1.283431 -0.759672 1.422 1.048 0.616
H 0.340077 2.632346 -0.062273 -0.467 0.162 0.628
H -0.274723 0.621232 1.549387 1.788 0.557 -0.547
H 1.590924 0.543207 1.178855 -0.502 0.660 0.069
H 0.511238 -1.055111 -0.792174 0.299 -0.494 1.054
H 0.772817 -1.719380 0.937580 0.261 0.274 -0.351
H -1.305257 -2.962197 1.671547 -0.266 0.910 -0.522
H -2.936873 -2.236362 1.022810 1.055 -0.064 0.249
H -1.780972 -0.499440 -0.249203 -0.473 -0.072 0.269
H 2.152116 1.140841 -1.054907 0.543 -0.389 -0.151
H 1.498977 2.318781 -2.024996 -0.415 -0.559 0.448
H 0.887880 0.681392 -2.195524 1.659 2.154 1.921
```
Positions in Å, forces in eV/Å.

=====

(4)
The following is a quantum chemistry calculation of C5H12N2 in the gas phase, from the Open Molecules 2025 dataset.

**Energy above the lowest of the compared OMol25 structures with the same formula, charge and spin**: 1.765 eV
**Kohn-Sham gap**: 9.166 eV
**LUMO**: 1.095 eV
**Structure (SMILES)**: CN/C=C/CCN

```
19
Properties=species:S:1:pos:R:3:forces:R:3
C 2.514809 -0.045102 -0.239607 -1.010 -1.623 0.698
C 1.445859 0.921518 0.269397 0.227 2.081 -1.375
C 0.190457 0.864244 -0.544649 -1.361 -0.568 -0.334
C -0.987521 0.457238 -0.053496 1.391 -1.201 1.269
N -2.053466 -0.161932 -0.705589 -0.780 1.017 -0.379
C -3.280924 -0.211389 0.080898 0.549 -0.156 0.430
N 2.322903 -1.424689 0.288791 0.326 0.476 -0.480
H 3.506236 0.290875 0.022437 0.299 0.117 -0.092
H 2.401099 -0.169161 -1.314364 0.313 0.545 -0.199
H 1.837953 1.923952 0.027849 0.211 -0.005 0.487
H 1.250171 0.887252 1.337532 0.080 -0.288 0.103
H 0.193917 1.112124 -1.605783 0.531 -0.343 -0.028
H -0.987493 0.368264 1.048270 -0.345 -0.040 -0.166
H -1.821491 -1.030142 -1.156391 0.151 0.079 -0.094
H -3.259441 -1.041716 0.796770 -0.125 -0.055 0.036
H -4.191918 -0.281470 -0.502250 0.026 0.022 -0.306
H -3.306049 0.702432 0.668041 -0.271 0.096 -0.021
H 1.339026 -1.562417 0.475340 0.056 -0.200 0.244
H 2.885878 -1.599881 1.106811 -0.266 0.046 0.206
```
Positions in Å, forces in eV/Å.

=====

(5)
The following is a quantum chemistry calculation of a molecular structure, C5H12N2, from the Open Molecules 2025 dataset.

**Energy above the lowest of the compared OMol25 structures with the same formula, charge and spin**: 7.064 eV
**Kohn-Sham gap (alpha / beta)**: 8.225 / 7.394 eV
**LUMO (alpha / beta)**: 0.858 / 0.674 eV

```
19
Properties=species:S:1:pos:R:3:forces:R:3
C 1.326982 -0.618707 0.323510 -4.307 1.068 -0.862
C 2.481808 -1.301048 -0.248390 -1.903 -0.707 -1.708
C 1.538326 0.861875 0.473762 1.010 0.279 3.238
C -2.478360 -1.089397 0.419347 -2.532 2.104 0.524
C -1.462518 1.058875 -0.446836 -2.017 0.416 1.499
N -0.388294 -1.166328 -0.287998 6.898 0.188 0.274
N -1.324165 -0.357175 -0.149660 -2.802 -0.434 0.785
H 2.906985 -0.796106 -1.119532 -0.136 -0.054 -0.409
H 3.235791 -1.232836 0.467886 1.340 -0.554 1.426
H 2.109996 -2.302477 -0.492060 0.879 -0.121 -0.020
H 1.509963 1.484392 -0.374512 -0.220 0.486 -1.652
H 2.671968 0.908189 0.747077 -1.887 0.319 0.116
H 0.881129 1.441738 1.276903 1.449 -1.495 -1.338
H -2.102978 -1.938874 0.977616 -0.001 0.123 -0.009
H -3.052438 -0.335694 1.142864 1.006 -1.697 -1.396
H -3.215508 -1.450526 -0.365392 0.870 0.528 0.780
H -2.323543 1.455240 0.180465 1.673 -0.263 0.739
H -0.513735 1.545623 -0.304635 -0.258 0.460 -0.289
H -2.062939 1.336586 -1.300504 0.938 -0.646 -1.700
```
Positions in Å, forces in eV/Å.

=====

(6)
The following is a quantum chemistry calculation of 2 unconnected molecules or ions with the total composition C5H12N2, from the Open Molecules 2025 dataset.

**Energy above the lowest of the compared OMol25 structures with the same formula, charge and spin**: 8.014 eV
**Kohn-Sham gap**: 8.222 eV
**LUMO**: 0.843 eV

```
19
Properties=species:S:1:pos:R:3:forces:R:3
C -2.005384 -1.735861 0.451925 0.591 1.080 -2.482
C -2.500484 -0.990227 -0.740732 -2.502 -1.686 -1.154
C 0.705260 0.786037 -0.617713 0.072 -0.407 1.667
C 1.320235 0.634047 0.799202 -1.060 -0.027 -0.741
C 3.142353 1.021259 0.586162 1.704 -0.624 1.129
N 2.715724 -0.161814 0.838552 -0.287 0.004 -0.400
N -2.264618 0.220320 -1.035706 -0.956 1.001 2.412
H -2.014897 -2.800506 0.307026 -0.471 -0.258 0.437
H -1.185174 -1.392419 -0.260983 2.190 -0.603 2.354
H -2.290536 -1.257424 1.377217 0.943 0.049 0.144
H -2.949806 -1.708600 -1.462015 -0.631 0.480 -0.044
H 1.417193 1.162791 -1.336323 -0.130 -0.020 -0.320
H 0.318454 -0.202201 -0.828909 0.369 -0.112 -0.819
H 0.774697 -0.148135 1.302818 -0.037 -0.371 0.190
H 1.059451 1.481095 1.444580 0.876 0.387 -0.002
H 3.534251 1.393579 -0.380856 -0.597 0.083 -0.366
H 3.516398 1.634168 1.430079 -0.487 0.664 -0.010
H -3.104159 0.683695 -1.367030 0.478 -0.145 -1.649
H -0.188957 1.380199 -0.507295 -0.064 0.505 -0.346
```
Positions in Å, forces in eV/Å.

=====

Sequential electronic energy output: -252.1310, -252.1629, -252.1554, -307.1645, -306.9697, -306.9348 Ha